Density functional theory data (ωB97M-V with the def2-TZVPD basis set) for a molecular structure, C14H13CeN3O4 at a distorted geometry.

The geometry in ORCA input format:
```
! wB97M-V def2-TZVPD RIJCOSX def2/J DEFGRID3
* xyz 2 1
Ce -10.79580 -10.63808 3.68927
O -14.90662 -11.16274 4.28847
C -13.83759 -11.41807 3.84020
O -12.66248 -10.80944 4.32022
C -13.46400 -12.34990 2.76881
C -14.38432 -13.21396 2.28267
C -13.94563 -14.20260 1.41737
C -12.61822 -14.25928 1.02312
C -12.13766 -15.22036 0.11223
C -10.84664 -15.25585 -0.35686
C -10.08135 -14.09341 0.02618
C -10.47994 -13.18963 0.96001
C -11.77439 -13.24356 1.51207
N -12.16239 -12.33003 2.39910
H -15.38054 -13.17726 2.67581
H -14.54595 -15.01057 1.12273
H -12.88185 -15.91812 -0.18596
H -10.46716 -15.97883 -1.04392
H -9.10884 -13.96775 -0.36623
H -9.76152 -12.37380 1.30070
C -6.83358 -8.46565 0.77978
C -7.76977 -9.11722 1.71497
N -8.04537 -10.35460 1.75089
O -7.33186 -11.18838 0.88756
C -8.39091 -8.36027 2.81586
C -7.71379 -7.23862 3.60421
N -9.56094 -8.82976 3.09688
O -10.24697 -8.57184 4.19575
H -7.18247 -8.54418 -0.27607
H -5.82108 -8.90524 0.85254
H -6.66465 -7.36241 0.82375
H -7.09542 -10.67029 0.09685
H -7.44499 -6.40044 2.94763
H -6.87407 -7.79310 4.01818
H -8.40001 -6.90147 4.38031
*
```

Calculated values
HOMO energy, eV: -15.39
Gap between HOMO and LUMO, Eh: 0.2194
Lowest unoccupied orbital energy, eV: -9.424
ΔE to the lowest compared entry with this formula, charge and spin, kcal/mol: 0.0

=====

Density functional theory data (ωB97M-V with the def2-TZVPD basis set) for C14H13Cl2N3O2 in the gas phase at a distorted geometry.

The geometry in ORCA input format:
```
! wB97M-V def2-TZVPD RIJCOSX def2/J DEFGRID3
* xyz 0 1
O -2.12777 -0.26097 0.58954
Cl -0.48297 6.21140 -1.60014
Cl -1.12022 3.16554 -2.03880
N 2.93340 -0.37869 -0.16016
O 1.99047 0.66478 -0.39756
C -1.65331 0.81431 0.27724
C 2.21914 -1.42388 0.22286
C 0.81812 -1.10447 0.29037
C 0.73494 0.16651 -0.09994
C -2.41434 5.17826 1.78987
C -1.67603 5.88594 0.83472
C -2.71805 3.82170 1.56958
C -1.29824 5.27159 -0.35094
C -1.64426 3.90547 -0.55459
C -2.25703 3.17054 0.44530
N -0.34464 1.05665 -0.09716
N -2.57932 1.84167 0.31999
C 4.48323 -3.74274 1.25529
C 4.06425 -3.27474 -0.11339
C 3.13487 -3.24937 1.83099
C 2.67745 -2.83726 0.43621
H 0.03046 -1.76651 0.60405
H -2.74437 5.66226 2.68466
H -1.33974 6.93193 0.96662
H -3.26811 3.29141 2.32411
H -0.16669 2.00869 -0.42474
H -3.39010 1.52017 0.83102
H 5.37158 -3.22644 1.67474
H 4.54576 -4.84848 1.38146
H 3.95030 -4.08597 -0.83270
H 4.70563 -2.50803 -0.55805
H 2.44078 -3.97064 2.32356
H 3.24078 -2.38856 2.50617
H 1.87605 -3.51006 0.06184
*
```

Calculated values
HOMO energy, eV: -8.95
Gap between HOMO and LUMO, Eh: 0.3444
SMILES: O=C(Nc1cc(C2CCC2)no1)Nc1cccc(Cl)c1Cl
Lowest unoccupied orbital energy, eV: 0.421
ΔE to the lowest compared entry with this formula, charge and spin, kcal/mol: 0.0

=====

Density functional theory data (ωB97M-V with the def2-TZVPD basis set) for a gas-phase ion, C14H13ClNS (charge +1) at a distorted geometry.

The geometry in ORCA input format:
```
! wB97M-V def2-TZVPD RIJCOSX def2/J DEFGRID3
* xyz 1 1
Cl -2.87828 -0.86610 -1.32075
S 1.07522 3.86889 2.45967
C -0.68087 4.12972 2.67195
C -1.47879 3.05475 2.33989
C -0.73006 1.95395 1.82140
C 0.64524 2.30218 1.81838
C -0.98688 0.54184 1.45268
C 0.23712 -2.29315 -3.57830
C 1.16465 -2.67295 -2.66107
C -1.06849 -1.79639 -3.18256
C 0.98686 -2.54479 -1.31286
C -1.34634 -1.67583 -1.84026
C -0.28769 -1.96144 -0.94201
N -0.10609 -0.24577 0.92935
C -0.46581 -1.65280 0.51597
C 1.73984 1.41447 1.17217
C 1.11819 0.28058 0.32709
H -1.10217 4.99506 3.12772
H -2.57044 3.01314 2.58279
H -2.02120 0.38143 1.57394
H 0.52220 -2.16838 -4.64755
H 2.19776 -3.01857 -2.86227
H -1.82696 -1.56071 -3.90217
H 1.83683 -2.60591 -0.60853
H -1.51512 -1.70759 0.84502
H 0.06187 -2.33331 1.22230
H 2.32134 0.89314 1.90964
H 2.41458 2.07710 0.49981
H 1.88106 -0.50568 0.17858
H 0.86244 0.70313 -0.59003
*
```

Calculated values
HOMO energy, eV: -12.51
Gap between HOMO and LUMO, Eh: 0.2985
Lowest unoccupied orbital energy, eV: -4.388
ΔE to the lowest compared entry with this formula, charge and spin, kcal/mol: 30.8

=====

Density functional theory data (ωB97M-V with the def2-TZVPD basis set) for C14H13F3N4O2 in the gas phase at a distorted geometry.

The geometry in ORCA input format:
```
! wB97M-V def2-TZVPD RIJCOSX def2/J DEFGRID3
* xyz 0 1
O 5.00564 2.04005 0.22590
F 2.04734 -5.78027 -1.33147
F 2.92839 -4.10814 -2.86675
F 1.09834 -5.15721 -3.14085
N -0.18579 -3.76154 -1.01565
N 2.17417 0.53819 -0.89920
O -3.08305 -3.13391 0.01964
C 3.84333 1.80038 0.26839
C -0.61993 -2.60562 -0.51818
C 1.36063 0.59427 0.12710
C -1.99268 -1.15125 0.84190
C -0.88587 -0.13203 0.91705
C -1.88238 -2.34726 0.22454
C 1.34983 -2.18402 -1.29431
C 0.23432 -0.38731 0.16640
C 1.08435 -3.53988 -1.45858
N 3.33917 1.14556 -0.83726
N 0.33983 -1.64382 -0.56518
C -4.06529 -3.37043 1.03378
C 1.85140 -4.62271 -2.17807
C 0.64488 3.00626 1.02498
C 3.14833 1.75829 1.56137
C 1.55508 1.61331 1.29789
H -2.86309 -0.79541 1.41760
H -0.99364 0.81585 1.52831
H 2.17549 -1.60431 -1.63447
H 3.98899 1.04732 -1.61161
H -4.23215 -4.49789 1.28747
H -5.08639 -3.04668 0.72330
H -3.80622 -2.93084 1.95694
H -0.47395 2.82689 1.19420
H 0.74412 3.43510 0.02380
H 0.79052 3.72841 1.85035
H 3.40284 0.92435 2.17421
H 3.24782 2.73984 2.14298
H 1.13627 1.12754 2.21486
*
```

Calculated values
HOMO energy, eV: -8.34
Gap between HOMO and LUMO, Eh: 0.2904
SMILES: COc1ccc(C2=NNC(=O)C[C@H]2C)n2cc(C(F)(F)F)nc12
Lowest unoccupied orbital energy, eV: -0.435
ΔE to the lowest compared entry with this formula, charge and spin, kcal/mol: 55.6

=====

Density functional theory data (ωB97M-V with the def2-TZVPD basis set) for C14H13I in the gas phase at a distorted geometry.

The geometry in ORCA input format:
```
! wB97M-V def2-TZVPD RIJCOSX def2/J DEFGRID3
* xyz 0 3
C 1.87290 0.62205 -2.51123
C -2.03065 -2.21214 -2.52548
C 0.94252 -0.08935 -3.21806
C -1.05693 -1.55320 -3.22398
C 1.83507 0.66057 -1.11046
C -2.06247 -2.16765 -1.12378
C -0.07313 -0.80180 -2.54737
C -0.10521 -0.76151 -1.13391
C 0.86524 -0.01850 -0.41389
C -1.11648 -1.45830 -0.42307
C 0.77231 0.00586 1.05352
C -1.07257 -1.38138 1.03854
C 0.13658 1.10232 3.22402
C 0.37557 1.28052 1.72879
I -0.55259 -3.15643 2.08452
H 2.64934 1.16651 -3.03018
H -2.78524 -2.78440 -3.04701
H 0.96969 -0.11490 -4.29762
H -1.02789 -1.60024 -4.30308
H 2.58124 1.22902 -0.57433
H -2.83425 -2.70767 -0.59350
H 1.47612 -0.61719 1.59611
H -1.86370 -0.85285 1.55218
H 1.04494 0.76357 3.72011
H -0.64250 0.36372 3.39858
H -0.17150 2.04435 3.67421
H 1.18484 2.01095 1.58228
H -0.51651 1.69255 1.24444
*
```

Calculated values
HOMO energy (spin up / spin down), eV: -4.33 / -7.64
<S²>: 2.034
Gap between HOMO and LUMO (spin up / spin down), Eh: 0.1490 / 0.1613
Lowest unoccupied orbital energy (spin up / spin down), eV: -0.273 / -3.254

=====

Density functional theory data (ωB97M-V with the def2-TZVPD basis set) for a molecular structure, C14H13N2O5RhS at a distorted geometry.

The geometry in ORCA input format:
```
! wB97M-V def2-TZVPD RIJCOSX def2/J DEFGRID3
* xyz 2 1
Rh -0.26680 0.70814 -0.28624
O -3.97447 -0.89472 0.51397
C -2.75144 -0.51776 0.49710
O -2.26935 0.24844 -0.35196
C -1.89207 -1.00317 1.62976
O -0.50489 -0.76529 1.31425
C 0.19588 -1.94872 0.82239
C 0.22698 -2.00076 -0.69000
O 0.28130 -2.98173 -1.34151
O 0.29941 -0.76590 -1.28608
H -4.50151 -0.52664 -0.22288
H -2.14700 -0.44280 2.53236
H -2.08144 -2.05974 1.81933
H 1.21766 -1.87309 1.19674
H -0.25415 -2.85384 1.22244
S 5.27428 3.83061 -1.32744
C 3.81129 2.96801 -0.82016
C 3.85080 1.61032 -0.47571
C 2.68689 0.94823 -0.17646
N 1.50006 1.58659 -0.21299
C 1.43690 2.89121 -0.54282
C 2.56965 3.60956 -0.84376
C 5.92185 4.16848 0.31509
C 6.84408 3.31296 0.88847
C 7.36053 3.65992 2.13050
N 7.01599 4.76629 2.78800
C 6.13933 5.58278 2.20535
C 5.56205 5.33289 0.96664
H 4.78667 1.06927 -0.47439
H 2.67798 -0.10113 0.08028
H 0.45551 3.36339 -0.55385
H 2.48716 4.65103 -1.12079
H 7.17494 2.41726 0.38030
H 8.09128 3.02722 2.61859
H 5.89477 6.48375 2.75403
H 4.87381 6.03904 0.52207
*
```

Calculated values
HOMO energy (spin up / spin down), eV: -14.34 / -14.33
Gap between HOMO and LUMO (spin up / spin down), Eh: 0.1392 / 0.1319
Lowest unoccupied orbital energy (spin up / spin down), eV: -10.548 / -10.744

=====

Density functional theory data (ωB97M-V with the def2-TZVPD basis set) for C14H13N3O in the gas phase at a distorted geometry.

The geometry in ORCA input format:
```
! wB97M-V def2-TZVPD RIJCOSX def2/J DEFGRID3
* xyz 0 1
N 2.59202 -0.59418 1.09170
N -1.91033 0.39218 -0.16576
O -1.82627 1.24728 -1.19107
C 1.24395 -0.58049 1.25062
C 0.54994 0.28071 0.39592
C 1.52419 0.94597 -0.36784
C -0.86625 0.02647 0.50498
C -0.75002 -3.04872 3.44757
C -2.06417 -2.59286 2.93984
C 0.41889 -2.42824 2.95941
C -2.08519 -1.53545 2.03821
C 0.27572 -1.42900 1.94673
C -0.97576 -0.98742 1.50517
N 2.74354 0.45201 0.26366
C -2.80996 1.28431 -2.11501
C 1.46877 1.19446 -2.90397
C 2.55314 2.14295 -2.43049
C 1.41893 1.89354 -1.54363
H -0.67620 -3.72014 4.18783
H -2.91936 -3.07442 3.32641
H 1.49439 -2.75850 3.28939
H -3.04718 -1.37672 1.58993
H 3.65458 0.93694 0.18514
H -3.23599 0.35866 -2.30763
H -2.25006 1.47738 -3.01368
H -3.55620 2.05769 -1.87379
H 1.54040 0.15898 -2.87801
H 0.77604 1.62632 -3.61728
H 3.47391 1.81830 -2.17466
H 2.56124 3.16410 -2.79830
H 0.68330 2.66787 -1.54135
*
```

Calculated values
HOMO energy, eV: -8.09
Gap between HOMO and LUMO, Eh: 0.3061
SMILES: CO/N=C1/c2ccccc2-c2n[nH]c(C3CC3)c21
Lowest unoccupied orbital energy, eV: 0.236
ΔE to the lowest compared entry with this formula, charge and spin, kcal/mol: 120.9

=====

Result set for E_tot: -40299.481; -48337.362; -39568.873; -32933.533; -22824.277; -41770.334; -21241.761 eV, one per record in the order listed.